# 1
{
  "formula": "C4H8ClNSi",
  "method": "wB97M-V/def2-TZVPD",
  "charge": 0,
  "e_above_lowest_kj_mol": 269.5,
  "lumo_energy_ha": [-0.0134, -0.0216],
  "elements": ["C", "C", "C", "C", "N", "Si", "Cl", "H", "H", "H", "H", "H", "H", "H", "H"],
  "positions_angstrom": [[1.347, 1.795, 0.643], [0.732, 0.334, -2.039], [1.094, -1.310, 0.759], [-2.573, 0.077, 1.086], [1.702, 2.751, 1.172], [0.644, 0.287, -0.153], [-3.494, -0.456, -0.263], [0.382, -0.603, -2.465], [0.113, 1.134, -2.440], [1.753, 0.501, -2.383], [0.492, -2.139, 0.399], [2.143, -1.566, 0.615], [0.920, -1.213, 1.828], [-2.810, 1.080, 1.397], [-2.444, -0.673, 1.845]]
}

=====

# 2
{
  "formula": "C4H4O2",
  "method": "wB97M-V/def2-TZVPD",
  "smiles": "C#CC(=O)OC",
  "charge": 0,
  "e_above_lowest_kj_mol": 268.4,
  "lumo_energy_ha": 0.0108,
  "elements": ["C", "O", "C", "O", "C", "C", "H", "H", "H", "H"],
  "positions_angstrom": [[0.787, 0.428, -1.567], [-0.535, 0.380, -1.007], [-0.470, -0.157, 0.206], [0.549, -0.615, 0.678], [-1.645, -0.079, 1.069], [-1.537, -0.022, 2.274], [0.686, 0.566, -2.637], [1.333, 1.257, -1.108], [1.309, -0.497, -1.328], [-1.107, -0.041, 3.247]]
}

=====

# 3
{
  "formula": "C29H47AlCl2N2PS",
  "method": "wB97M-V/def2-TZVPD",
  "charge": -1,
  "lumo_energy_ha": 0.0746,
  "elements": ["P", "C", "C", "C", "C", "C", "C", "C", "C", "C", "C", "C", "C", "C", "C", "C", "C", "C", "C", "H", "H", "H", "H", "H", "H", "H", "H", "H", "H", "H", "H", "H", "H", "H", "H", "H", "H", "H", "H", "H", "H", "H", "H", "H", "H", "H", "H", "H", "H", "H", "H", "H", "Al", "Cl", "Cl", "C", "H", "C", "C", "C", "C", "C", "C", "H", "H", "H", "H", "H", "S", "C", "N", "C", "C", "C", "N", "H", "H", "H", "H", "H", "H", "H", "H"],
  "positions_angstrom": [[1.501, 0.567, -0.939], [0.827, 1.822, -2.179], [1.746, 2.310, -3.305], [1.077, 3.467, -4.059], [-0.316, 3.101, -4.582], [-1.216, 2.534, -3.479], [-0.540, 1.381, -2.722], [1.735, -1.053, -1.874], [2.340, -0.978, -3.273], [2.624, -2.396, -3.791], [1.374, -3.283, -3.767], [0.689, -3.287, -2.395], [0.430, -1.867, -1.879], [3.267, 1.135, -0.766], [3.292, 2.547, -0.153], [4.725, 3.047, 0.069], [5.561, 2.063, 0.894], [5.520, 0.649, 0.306], [4.087, 0.146, 0.079], [0.647, 2.679, -1.499], [1.955, 1.489, -4.004], [2.716, 2.644, -2.912], [1.722, 3.786, -4.886], [0.985, 4.320, -3.372], [-0.787, 3.986, -5.024], [-0.218, 2.357, -5.384], [-1.449, 3.329, -2.758], [-2.166, 2.187, -3.901], [-1.183, 1.051, -1.893], [-0.410, 0.528, -3.407], [2.451, -1.589, -1.225], [3.397, -2.849, -3.156], [3.268, -0.386, -3.277], [1.634, -0.480, -3.954], [3.029, -2.340, -4.808], [1.642, -4.307, -4.050], [0.661, -2.921, -4.519], [-0.257, -3.840, -2.442], [1.333, -3.808, -1.673], [0.022, -1.903, -0.858], [-0.318, -1.371, -2.516], [3.695, 1.167, -1.786], [2.752, 3.264, -0.789], [2.759, 2.520, 0.811], [5.204, 3.194, -0.908], [4.693, 4.025, 0.563], [5.173, 2.036, 1.920], [6.598, 2.413, 0.952], [6.049, -0.050, 0.962], [6.046, 0.649, -0.659], [4.128, -0.840, -0.406], [3.582, 0.000, 1.048], [-1.361, -0.143, 2.310], [0.280, -1.405, 1.687], [-1.507, 1.645, 1.118], [-3.003, -1.188, 2.561], [-3.375, -1.535, 3.529], [-3.721, -1.721, 1.475], [-4.652, -2.818, 1.639], [-5.278, -3.396, 0.544], [-5.054, -2.903, -0.756], [-4.183, -1.813, -0.950], [-3.538, -1.225, 0.127], [-4.817, -3.191, 2.656], [-5.954, -4.246, 0.693], [-4.018, -1.424, -1.959], [-2.884, -0.354, -0.015], [-5.553, -3.360, -1.609], [-0.743, 0.593, 4.435], [-2.091, 0.161, 5.438], [-2.107, -1.014, 6.087], [-3.197, -1.488, 6.945], [-4.465, -0.721, 6.650], [-4.191, 0.766, 6.569], [-3.127, 1.002, 5.594], [-1.266, -1.573, 5.971], [-2.912, -1.343, 7.993], [-3.322, -2.560, 6.760], [-5.202, -0.917, 7.435], [-4.902, -1.068, 5.709], [-3.879, 1.141, 7.554], [-5.071, 1.322, 6.235], [-2.984, 1.927, 5.199]]
}

=====

# 4
{
  "formula": "C3H9NO2",
  "method": "wB97M-V/def2-TZVPD",
  "smiles": "CC(N)=O.CO",
  "charge": 0,
  "e_above_lowest_kj_mol": 177.7,
  "lumo_energy_ha": 0.0226,
  "elements": ["C", "O", "H", "H", "H", "H", "C", "C", "O", "N", "H", "H", "H", "H", "H"],
  "positions_angstrom": [[-1.058, 0.915, -2.452], [0.015, 0.068, -2.269], [0.232, -0.339, -3.124], [-1.661, 0.870, -1.601], [-1.809, 0.533, -3.143], [-0.670, 1.913, -2.643], [1.131, 0.885, 1.403], [0.445, -0.417, 1.342], [0.646, -1.457, 1.973], [-0.853, -0.368, 0.837], [1.205, 1.523, 0.500], [2.137, 0.614, 1.881], [-1.322, -1.272, 0.755], [-1.050, 0.048, 0.014], [0.514, 1.493, 2.119]]
}

=====

# 5
{
  "formula": "C7H10Cl12O3",
  "method": "wB97M-V/def2-TZVPD",
  "smiles": "COC(=O)OC.ClC(Cl)Cl.ClC(Cl)Cl.ClC(Cl)Cl.ClC(Cl)Cl",
  "charge": 0,
  "lumo_energy_ha": 0.0058,
  "elements": ["C", "O", "C", "O", "O", "C", "H", "H", "H", "H", "H", "H", "C", "Cl", "Cl", "Cl", "H", "C", "Cl", "Cl", "Cl", "H", "C", "Cl", "Cl", "Cl", "H", "C", "Cl", "Cl", "Cl", "H"],
  "positions_angstrom": [[5.155, -2.271, -0.342], [3.855, -2.541, -0.753], [3.539, -3.755, -1.247], [4.337, -4.670, -1.431], [2.221, -3.818, -1.381], [1.617, -4.946, -1.883], [5.923, -3.034, -0.471], [5.176, -1.915, 0.688], [5.444, -1.459, -1.010], [1.702, -5.746, -1.147], [2.037, -5.162, -2.866], [0.570, -4.843, -2.165], [2.125, -1.528, -7.540], [3.792, -1.001, -7.079], [2.182, -3.182, -8.099], [1.301, -0.355, -8.617], [1.584, -1.516, -6.593], [-5.454, 8.663, 3.898], [-5.455, 9.040, 2.174], [-6.865, 7.485, 4.203], [-5.734, 10.162, 4.892], [-4.476, 8.250, 4.144], [-1.153, 2.011, 0.003], [-0.646, 2.347, -1.667], [-2.782, 1.298, -0.011], [-1.126, 3.408, 1.043], [-0.502, 1.308, 0.522], [-3.739, -0.438, 6.423], [-2.116, -1.278, 6.427], [-3.534, 1.305, 6.783], [-4.856, -1.245, 7.692], [-4.118, -0.572, 5.411]]
}

=====

# 6
{
  "formula": "C6H15AuS3Sb2",
  "method": "wB97M-V/def2-TZVPD",
  "spin_multiplicity": 2,
  "charge": -1,
  "s_squared": 0.7640,
  "lumo_energy_ha": [0.1036, 0.0442],
  "elements": ["Au", "S", "Sb", "S", "S", "C", "C", "Sb", "C", "C", "C", "C", "H", "H", "H", "H", "H", "H", "H", "H", "H", "H", "H", "H", "H", "H", "H"],
  "positions_angstrom": [[0.042, -0.026, 0.072], [3.020, -0.688, 3.204], [2.317, -2.029, 1.436], [2.324, -0.454, -0.463], [-0.133, -1.900, 1.592], [-4.283, 3.352, -2.173], [-3.777, 2.895, -0.813], [-1.999, 1.592, -0.866], [-0.912, 2.831, -2.289], [0.501, 2.347, -2.586], [-2.824, 0.200, -2.317], [-1.854, -0.909, -2.712], [-5.154, 4.005, -2.066], [-4.584, 2.504, -2.789], [-3.518, 3.911, -2.712], [-4.546, 2.337, -0.274], [-3.503, 3.748, -0.190], [-0.888, 3.839, -1.863], [-1.507, 2.876, -3.205], [1.102, 2.270, -1.681], [1.008, 3.031, -3.273], [0.500, 1.358, -3.045], [-3.132, 0.777, -3.192], [-3.724, -0.223, -1.863], [-0.977, -0.507, -3.220], [-2.333, -1.623, -3.388], [-1.499, -1.457, -1.838]]
}

=====

# 7
{
  "formula": "C3H9N2OS",
  "method": "wB97M-V/def2-TZVPD",
  "spin_multiplicity": 3,
  "charge": 1,
  "s_squared": 2.0047,
  "e_above_lowest_kj_mol": 306.2,
  "lumo_energy_ha": [-0.1170, -0.2591],
  "elements": ["C", "C", "C", "N", "N", "O", "S", "H", "H", "H", "H", "H", "H", "H", "H", "H"],
  "positions_angstrom": [[-0.660, 1.308, 0.887], [1.866, -1.026, -1.354], [-0.450, -0.266, -0.067], [0.336, 2.147, 0.863], [-1.656, -0.983, 0.350], [-1.778, 1.363, 1.260], [1.131, -1.028, 0.374], [1.732, 0.083, -1.556], [1.433, -1.747, -2.026], [2.759, -1.469, -1.094], [-0.398, 0.070, -1.072], [1.192, 1.828, 0.442], [0.555, 2.978, 1.552], [-2.223, -0.184, 0.785], [-1.599, -1.684, 1.079], [-2.241, -1.389, -0.422]]
}

=====

# 8
{
  "formula": "C4H9ClSi",
  "method": "wB97M-V/def2-TZVPD",
  "charge": 0,
  "e_above_lowest_kj_mol": 490.2,
  "lumo_energy_ha": -0.0810,
  "elements": ["C", "C", "C", "C", "Si", "Cl", "H", "H", "H", "H", "H", "H", "H", "H", "H"],
  "positions_angstrom": [[-2.353, -0.304, -1.022], [-1.172, -0.909, -0.826], [1.780, -0.971, 0.834], [0.153, 1.781, 0.228], [0.245, -0.118, 0.097], [4.477, -1.216, -0.430], [-2.943, -0.644, -1.781], [-2.652, 0.507, -0.330], [-0.954, -1.614, -1.501], [1.914, -0.354, 1.754], [1.492, -2.082, 0.951], [2.528, -1.120, 0.034], [-0.373, 1.988, 1.180], [1.170, 2.193, 0.143], [-0.432, 2.174, -0.462]]
}

=====

Number 1: electronic energy -961.547223 a.u., molar mass 133.7 g mol⁻¹. Number 2: electronic energy -305.177245 a.u., molar mass 84.1 g mol⁻¹. Number 3: electronic energy -3145.315806 a.u., molar mass 584.6 g mol⁻¹. Number 4: electronic energy -324.904940 a.u., molar mass 91.1 g mol⁻¹. Number 5: electronic energy -6020.685276 a.u., molar mass 567.6 g mol⁻¹. Number 6: electronic energy -2048.419291 a.u., molar mass 623.9 g mol⁻¹. Number 7: electronic energy -702.182130 a.u., molar mass 121.2 g mol⁻¹. Number 8: electronic energy -907.354635 a.u., molar mass 120.7 g mol⁻¹.